ORCA calculation (ωB97M-V/def2-TZVPD) on a molecular structure, C42H51BrN6O8P2W in a non-equilibrium geometry.

Summary:
Spin multiplicity = 3
Electronic energy = -160142.799 eV
Lowest unoccupied orbital energy (spin up / spin down) = -5.75 / -6.21 eV
Total charge = +2
HOMO-LUMO gap (spin up / spin down) = 6.235 / 5.933 eV
Energy relative to the best compared isomer or geometry (same formula, charge and spin) = 20.3 kcal/mol

```
111
C42H51BrN6O8P2W ωB97M-V/def2-TZVPD
H -4.3247 -2.8009 5.6596
N 4.8523 -1.1737 -4.7254
C 3.5323 -1.2717 2.3653
C 0.8069 -4.9655 0.4269
C -3.9366 3.1462 -3.2912
H 2.7584 -1.8654 0.4540
H -2.9067 -3.8770 -1.8707
H -4.6159 1.7658 2.8074
N 1.4820 0.4437 -1.5150
H -5.8063 0.2037 -0.4319
C 3.5132 1.1237 -3.2888
H -3.5612 -1.3477 5.0104
N 1.7014 -0.2797 1.2174
H -5.7837 -0.6438 1.1295
H 3.0704 3.1220 -2.6969
C 3.1868 -0.2344 -3.1107
H 4.0379 -0.4162 4.2654
H -2.6178 1.4626 -3.0460
H -2.3818 4.4583 0.0001
H -0.4533 3.4206 2.4526
H -3.5440 -0.7333 -3.8840
H -3.6588 -4.4920 2.9835
O 0.8494 -1.9388 -0.9142
O -1.0616 0.9171 -1.2839
C -1.4286 2.0442 -0.7453
C -4.3595 4.3555 -2.7557
C 1.8343 -1.8399 -1.8217
C -3.9469 -3.7417 -2.1851
H -4.6207 -4.0713 -1.3917
H -4.1182 -4.3785 -3.0527
W 0.0506 -0.3063 -0.1866
H -0.0882 -5.7621 2.9751
P -3.0118 -1.3340 -0.3244
C 2.3419 1.7485 -7.4580
H 0.2067 -0.7883 -6.7680
C 2.6696 -1.1919 1.2915
C -2.8283 4.0964 -0.9181
C 2.1937 -0.5223 -2.1667
H 2.2324 1.3123 4.1070
Br -0.4174 1.7459 -8.1126
N -0.9762 2.3898 0.4306
H 2.2525 -1.7109 -5.7468
H -4.1259 5.7809 -1.1637
O -1.7889 -2.4116 3.4785
H -3.5555 -5.1104 4.6295
C 0.4247 -4.1596 1.6420
H -4.0281 0.0994 2.9071
H 4.0371 -3.4278 -3.8251
C -3.8017 4.8318 -1.5725
C 1.5633 0.6079 2.2145
H -4.3633 2.7847 -4.2188
H 0.4672 -4.4614 -0.4771
C -3.8535 -2.3708 4.7747
H 1.6166 -5.3074 2.9987
H 0.4267 -4.2758 3.8104
H -2.9057 1.4158 2.5003
C 0.5323 1.6062 1.9965
H -4.1252 1.8236 0.3919
H 0.3612 -5.9606 0.4735
H -2.0103 -3.3125 5.2740
H 1.1836 3.2996 3.1212
O -3.1201 0.0617 0.3508
H -2.2571 -1.8361 -3.3489
H -5.2504 -2.1862 -2.8733
O -0.7765 -1.2410 1.5854
H -3.3864 -3.5049 0.7226
H 2.3640 2.7028 -7.9666
C 3.4636 0.0035 -6.2327
C 1.1255 -0.2174 -6.7716
C -5.6160 0.3163 0.6330
H 1.2219 2.4327 -1.1829
C -4.2154 -2.3027 -2.5702
H -4.5992 -2.3615 3.9739
C 3.4970 1.2150 -6.9054
H 2.2420 -3.8983 -2.1389
C 3.3804 -0.3738 3.4057
C 0.5996 -4.9144 2.9404
H -5.1226 4.9338 -3.2630
H 0.9777 -3.2250 1.6702
C 2.8304 2.0736 -2.5854
H -2.1267 -5.1484 3.5942
C 2.2745 -0.7264 -6.1906
C -3.2088 -2.4806 1.0562
C 1.1620 1.0320 -7.3757
C 2.4949 -2.8765 -2.4008
O -1.0011 -3.8048 1.4657
N 4.7419 -0.4550 -5.7350
H 4.3077 -2.0263 2.3797
H -6.3429 1.0252 1.0311
C 0.2654 2.7467 2.9051
H -4.0229 -2.1526 1.7023
C -2.4127 2.8750 -1.4494
C 2.3820 0.5807 3.3232
C -3.9239 1.0438 2.3703
H -3.4492 -2.3688 -4.5505
C -3.3029 -1.7717 -3.6493
C 3.8142 -1.3395 -3.7568
C -2.6471 -3.2012 4.4027
H 4.3073 1.4188 -3.9629
C -2.9629 2.4056 -2.6392
C 3.5077 -2.6090 -3.3504
C -4.2360 0.8722 0.9047
H 4.4409 1.7433 -6.9796
H -0.1354 2.3832 3.8565
C -3.0084 -4.5670 3.8586
H 1.8934 -5.0723 0.3873
C 1.8012 1.6958 -1.7183
N -0.1168 1.4136 0.8789
O -1.6127 -1.5856 -0.8480
P -1.6143 -2.4543 1.9351
O -4.1471 -1.4090 -1.3727
```